(1)
# C5H5N3

C5H5N3 in the gas phase (wB97M-V/def2-TZVPD, the OMol25 dataset).

Geometry as XYZ:
```
13
Properties=species:S:1:pos:R:3:forces:R:3
C -0.8251 1.3890 -0.1556 -0.4608 3.3234 0.2568
C -1.6546 0.3630 0.1185 -0.4404 2.6166 0.5337
C -1.3889 -0.9815 -0.3211 0.0395 -1.4288 0.1285
N -0.3309 -1.6570 -0.1189 0.4295 0.0195 -1.0347
C 0.9094 -1.2693 0.2615 -0.6384 1.9465 -0.7477
N 1.5258 -0.2815 -0.2935 -1.5390 -1.3065 -0.9034
C 2.6896 0.2613 -0.0933 2.4705 1.5701 2.5615
N 3.5787 0.9379 0.2898 -1.5441 -1.5100 -1.4042
H 0.0271 1.5712 -0.7950 0.2203 -1.8168 -0.2579
H -0.9515 2.5167 0.1303 -0.9834 -2.2923 0.3732
H -2.6168 0.6279 0.6912 1.5483 -0.8178 -0.9456
H -2.1445 -1.6103 -0.7863 -0.5758 0.4532 0.0978
H 1.1817 -1.8675 1.0726 1.4740 -0.7571 1.3421
```
Forces are in eV/Å.

Orbital gap (eV): 9.081
ΔE to the lowest compared entry with this formula, charge and spin (kJ/mol): 257.0
Lowest unoccupied orbital energy (eV): -0.61
DFT total energy (Eh): -357.67473

(2)
# C5H5N3

C5H5N3 in the gas phase (wB97M-V/def2-TZVPD, the OMol25 dataset).

Geometry as XYZ:
```
13
Properties=species:S:1:pos:R:3:forces:R:3
C 2.1385 -0.1208 -0.5504 -2.1130 1.4257 1.7095
C 0.7171 -0.1824 -0.2087 5.3501 -0.1338 1.3967
C 0.0226 1.0389 0.3997 3.2269 -0.5925 -0.1720
N -1.1773 1.3486 0.2803 -1.0164 0.1138 0.0431
C -2.0146 0.5480 -0.4208 -1.3158 -1.5086 -0.2939
N -2.1413 -0.7756 -0.4727 1.2149 1.9372 -1.3028
N -1.2399 -1.5482 0.1309 -0.7449 -0.5490 2.1433
C -0.0110 -1.3427 0.4515 -1.4015 1.1153 -2.0129
H 2.5769 0.9398 -0.4791 -0.9955 -1.4198 -0.6020
H 3.0666 -0.8231 -0.6753 -2.7798 0.4944 0.0911
H 0.6382 1.6904 1.0405 -0.0469 -0.3639 -0.2058
H -2.8117 1.1420 -0.8406 -0.4838 -0.4493 -0.2433
H 0.2359 -1.9149 1.3446 1.1058 -0.0694 -0.5512
```
Forces are in eV/Å.

Orbital gap (eV): 8.350
ΔE to the lowest compared entry with this formula, charge and spin (kJ/mol): 394.1
Lowest unoccupied orbital energy (eV): -0.48
DFT total energy (Eh): -357.62251

(3)
# C5H5N3

C5H5N3 in the gas phase (wB97M-V/def2-TZVPD, the OMol25 dataset).

Geometry as XYZ:
```
13
Properties=species:S:1:pos:R:3:forces:R:3
C 1.5502 -1.0718 -0.1002 0.4025 -3.7697 -0.4867
N 2.2828 -0.0493 -0.2355 -1.8232 0.9248 1.1812
N 1.3656 1.0540 0.0911 4.3835 4.2152 -2.4948
C 0.0516 0.7885 0.0732 1.2956 -3.0777 0.4604
C -1.2220 1.2121 -0.0221 -2.1746 -1.9508 -1.1846
C -1.9450 -0.1638 -0.1417 3.1424 -3.0919 -0.5157
N -1.1465 -1.3082 -0.2040 -2.3400 3.7466 0.0056
C 0.1531 -0.8145 0.2098 -3.1679 2.5165 2.7662
H 1.9484 -2.1489 -0.1405 -0.3380 1.9539 -0.1799
H 1.8972 1.9115 -0.3687 -2.2692 -1.9689 1.6078
H -1.7726 2.1448 -0.3564 1.2545 -1.1791 0.8846
H -2.9719 -0.5150 -0.1593 -0.3300 1.1488 -0.1801
H -0.1910 -1.0393 1.3542 1.9645 0.5322 -1.8642
```
Forces are in eV/Å.

Orbital gap (eV): 8.974
ΔE to the lowest compared entry with this formula, charge and spin (kJ/mol): 350.7
Lowest unoccupied orbital energy (eV): 0.44
DFT total energy (Eh): -357.63906

(4)
# C5H5N3O3

2 unconnected molecules or ions with the total composition C5H5N3O3 (wB97M-V/def2-TZVPD, the OMol25 dataset).

Geometry as XYZ:
```
16
Properties=species:S:1:pos:R:3:forces:R:3
O -2.1875 -0.0416 2.3184 0.3298 1.6000 -2.2275
C -2.0374 0.6172 1.3393 -0.4408 -2.7858 4.2065
C -1.9133 1.3524 0.3076 1.9328 1.0115 -2.8898
C -0.6894 1.6439 -0.6248 -0.2505 -0.6948 0.8343
O -0.8109 2.4227 -1.5244 -0.7706 0.5442 -0.1796
N 0.5111 0.9805 -0.4914 0.4976 -0.2671 0.0677
C 0.6933 -0.0054 0.3041 -1.1578 0.6140 3.0002
N 1.9363 -0.4150 0.6678 1.4058 -0.3309 -0.0980
C 3.0824 -0.2205 0.3355 -1.0996 -0.5973 -0.1144
O 4.2045 -0.2424 0.1128 1.4736 0.4156 -0.2206
H -2.7746 1.5234 -0.2755 -1.2118 0.4550 -0.1674
H 0.0842 -0.3980 1.1609 -0.4351 0.8991 -1.2050
N 0.0195 -1.7243 -0.7161 1.4653 0.5875 -0.9167
H -0.9619 -1.7880 -0.6003 -0.8364 -0.4860 -0.1711
H 0.5535 -2.5638 -0.8140 -0.3169 -0.8461 0.2888
H 0.2903 -1.1411 -1.4999 -0.5853 -0.1189 -0.2074
```
Forces are in eV/Å.

Orbital gap (eV): 10.186
ΔE to the lowest compared entry with this formula, charge and spin (kJ/mol): 176.9
Lowest unoccupied orbital energy (eV): 0.25
DFT total energy (Eh): -583.44389